Arrangement i

14 unconnected molecules or ions with the total composition C40H114N6O14, computed with the ωB97M-V functional and the def2-TZVPD basis.

Each atom is followed by the atoms it is bonded to, with distances in Å.
Cartesian coordinates (Å):
1 C -21.70647 2.28896 21.11421  C2 1.470, H7 1.079, H8 1.080, H9 1.084
2 C -20.90441 3.34172 21.75378  C1 1.470, C3 1.539, N6 1.445, H10 1.109
3 C -19.80757 2.85395 22.71611  C2 1.539, O4 1.435, H11 1.068, H12 1.098
4 O -20.43026 1.96894 23.65790  C3 1.435, C5 1.459
5 C -19.59827 1.61637 24.80320  O4 1.459, H13 1.095, H14 1.078, H15 1.097
6 N -20.28437 4.23273 20.79985  C2 1.445, H16 1.011, H17 1.021
7 H -22.19529 1.65210 21.83581  C1 1.079
8 H -21.11514 1.64318 20.48268  C1 1.080
9 H -22.46506 2.80221 20.53505  C1 1.084
10 H -21.63029 3.94868 22.33174  C2 1.109
11 H -19.36965 3.65826 23.26470  C3 1.068
12 H -19.08439 2.21058 22.19695  C3 1.098
13 H -19.16819 2.51857 25.25078  C5 1.095
14 H -18.75602 0.97533 24.59755  C5 1.078
15 H -20.24055 1.14191 25.55543  C5 1.097
16 H -21.00370 4.88994 20.52928  N6 1.011
17 H -19.91587 3.72534 19.99355  N6 1.021
18 C -11.72758 -1.81201 23.18935  C19 1.513, H24 1.083, H25 1.100, H26 1.075
19 C -11.17850 -0.60684 22.45723  C18 1.513, C20 1.452, N23 1.493, H27 1.089
20 C -10.09814 -0.86486 21.52210  C19 1.452, O21 1.409, H28 1.075, H29 1.105
21 O -9.01454 -1.33553 22.29077  C20 1.409, C22 1.380
22 C -7.95623 -1.83203 21.55822  O21 1.380, H30 1.097, H31 1.085, H32 1.087
23 N -12.25919 0.14672 21.75402  C19 1.493, H33 1.021, H34 1.002
24 H -12.27302 -1.57885 24.09504  C18 1.083
25 H -10.85096 -2.38034 23.53464  C18 1.100
26 H -12.39821 -2.42330 22.61365  C18 1.075
27 H -10.74883 0.04455 23.21725  C19 1.089
28 H -9.75103 0.02451 21.02799  C20 1.075
29 H -10.35538 -1.60038 20.73825  C20 1.105
30 H -8.20655 -2.83595 21.19400  C22 1.097
31 H -7.08322 -1.93652 22.19341  C22 1.085
32 H -7.72889 -1.17421 20.72384  C22 1.087
33 H -13.06965 0.26754 22.36377  N23 1.021
34 H -12.53305 -0.21772 20.86187  N23 1.002
35 C -21.96305 3.23378 15.43175  C36 1.520, H41 1.098, H42 1.066, H43 1.116
36 C -21.30122 3.27050 16.79938  C35 1.520, C37 1.519, N40 1.463, H44 1.110
37 C -19.79031 3.18776 16.66165  C36 1.519, O38 1.423, H45 1.093, H46 1.077
38 O -19.08301 3.18945 17.89682  C37 1.423, C39 1.401
39 C -17.69287 3.27138 17.74531  O38 1.401, H47 1.115, H48 1.092, H49 1.094
40 N -21.64460 4.45353 17.58881  C36 1.463, H50 1.024, H51 1.007
41 H -22.97347 3.66322 15.46231  C35 1.098
42 H -21.87257 2.23492 15.06965  C35 1.066
43 H -21.37276 3.84368 14.70733  C35 1.116
44 H -21.63778 2.38235 17.37457  C36 1.110
45 H -19.43052 4.07379 16.13316  C37 1.093
46 H -19.51945 2.27704 16.15434  C37 1.077
47 H -17.41216 4.19300 17.18438  C39 1.115
48 H -17.25191 2.42735 17.20991  C39 1.092
49 H -17.26746 3.34230 18.75065  C39 1.094
50 H -21.47362 5.32342 17.07620  N40 1.024
51 H -22.56689 4.34519 17.97926  N40 1.007
52 C -17.53554 -1.71940 26.00054  C53 1.535, H58 1.134, H59 1.085, H60 1.091
53 C -17.68396 -2.36004 27.38727  C52 1.535, C54 1.562, N57 1.427, H61 1.083
54 C -17.70988 -3.91265 27.22230  C53 1.562, O55 1.480, H62 1.102, H63 1.071
55 O -16.45653 -4.38871 26.59495  C54 1.480, C56 1.424
56 C -16.54360 -5.77642 26.28654  O55 1.424, H64 1.095, H65 1.093, H66 1.086
57 N -16.58702 -1.94411 28.19924  C53 1.427, H67 1.009, H68 0.991
58 H -16.54726 -1.82538 25.45465  C52 1.134
59 H -17.65237 -0.64546 26.09781  C52 1.085
60 H -18.33900 -2.14977 25.40128  C52 1.091
61 H -18.63107 -2.08101 27.83340  C53 1.083
62 H -18.57679 -4.15460 26.58653  C54 1.102
63 H -17.85335 -4.35034 28.18888  C54 1.071
64 H -16.90484 -6.32268 27.16470  C56 1.095
65 H -15.56063 -6.17172 26.01748  C56 1.093
66 H -17.23936 -5.89198 25.46009  C56 1.086
67 H -15.77327 -2.44053 27.86985  N57 1.009
68 H -16.75364 -2.26133 29.12355  N57 0.991
69 C -11.91240 1.13731 25.93828  C70 1.484, H75 1.107, H76 1.058, H77 1.080
70 C -12.79706 0.22615 26.70690  C69 1.484, C71 1.527, N74 1.521, H78 1.100
71 C -13.38587 0.93410 27.92472  C70 1.527, O72 1.394, H79 1.097, H80 1.093
72 O -12.39464 1.49177 28.73056  C71 1.394, C73 1.429
73 C -12.83898 2.55109 29.57985  O72 1.429, H81 1.110, H82 1.075, H83 1.102
74 N -14.00223 -0.18973 25.87807  C70 1.521, H84 1.046, H85 1.026
75 H -11.04038 1.45961 26.53854  C69 1.107
76 H -12.48272 2.01264 25.77125  C69 1.058
77 H -11.66426 0.58620 25.04264  C69 1.080
78 H -12.20532 -0.62530 27.07402  C70 1.100
79 H -14.06690 0.24252 28.43621  C71 1.097
80 H -13.94245 1.79112 27.53575  C71 1.093
81 H -13.12751 3.44648 28.99126  C73 1.110
82 H -11.97119 2.80068 30.16344  C73 1.075
83 H -13.67042 2.14866 30.18171  C73 1.102
84 H -13.69380 -0.87226 25.14814  N74 1.046
85 H -14.69418 -0.71582 26.42259  N74 1.026
86 C -16.19896 4.10453 25.30663  C87 1.502, H92 1.086, H93 1.061, H94 1.081
87 C -16.37243 3.50957 26.67488  C86 1.502, C88 1.541, N91 1.463, H95 1.097
88 C -17.50158 4.23688 27.43079  C87 1.541, O89 1.426, H96 1.077, H97 1.109
89 O -17.03304 5.54027 27.76951  C88 1.426, C90 1.459
90 C -16.28697 5.57683 29.02273  O89 1.459, H98 1.113, H99 1.113, H100 1.079
91 N -16.78024 2.10625 26.60493  C87 1.463, H101 1.040, H102 1.032
92 H -15.20530 3.84137 24.95711  C86 1.086
93 H -16.22123 5.16421 25.34656  C86 1.061
94 H -16.97437 3.82256 24.60754  C86 1.081
95 H -15.44481 3.60449 27.25295  C87 1.097
96 H -17.78896 3.71446 28.32827  C88 1.077
97 H -18.36049 4.44948 26.76230  C88 1.109
98 H -15.36131 4.95989 28.99171  C90 1.113
99 H -16.89173 5.18190 29.87013  C90 1.113
100 H -16.05459 6.60514 29.25080  C90 1.079
101 H -16.28337 1.51800 25.90624  N91 1.040
102 H -16.85179 1.54944 27.47146  N91 1.032
103 C -17.52689 -0.36228 18.26079  C104 1.544, H106 1.081, H107 1.098, H108 1.088
104 C -19.03391 -0.48957 17.95044  C103 1.544, O105 1.424, H109 1.100, H110 1.106
105 O -19.24840 -0.84880 16.58908  C104 1.424, H111 0.963
106 H -16.98165 -1.28658 18.38786  C103 1.081
107 H -17.40998 0.16112 19.21941  C103 1.098
108 H -16.98810 0.19210 17.49513  C103 1.088
109 H -19.66189 0.40082 18.10353  C104 1.100
110 H -19.42581 -1.31280 18.57646  C104 1.106
111 H -19.57909 -1.75362 16.58318  O105 0.963
112 C -14.06778 -2.24025 19.55412  C113 1.534, H115 1.093, H116 1.085, H117 1.094
113 C -13.50463 -2.84043 18.25950  C112 1.534, O114 1.385, H118 1.132, H119 1.087
114 O -12.15542 -2.53809 18.18548  C113 1.385, H120 0.976
115 H -14.21654 -1.17256 19.37663  C112 1.093
116 H -13.28240 -2.29836 20.29993  C112 1.085
117 H -14.99769 -2.67879 19.92680  C112 1.094
118 H -14.11993 -2.53016 17.36101  C113 1.132
119 H -13.62759 -3.90779 18.42389  C113 1.087
120 H -11.79362 -2.79027 17.31509  O114 0.976
121 C -13.92234 0.83922 16.93303  C122 1.485, H124 1.109, H125 1.097, H126 1.107
122 C -13.94911 2.17607 16.28797  C121 1.485, O123 1.388, H127 1.092, H128 1.101
123 O -13.63124 3.16460 17.20897  C122 1.388, H129 0.970
124 H -14.14903 -0.00130 16.24664  C121 1.109
125 H -14.58588 0.76262 17.80273  C121 1.097
126 H -12.89179 0.65739 17.29510  C121 1.107
127 H -14.94144 2.36468 15.87198  C122 1.092
128 H -13.25292 2.12539 15.43712  C122 1.101
129 H -12.75898 2.97443 17.58837  O123 0.970
130 C -15.25138 -4.13759 23.44256  C131 1.517, H133 1.092, H134 1.093, H135 1.083
131 C -15.06803 -5.00841 22.21429  C130 1.517, O132 1.416, H136 1.096, H137 1.094
132 O -16.09603 -4.68210 21.29648  C131 1.416, H138 0.954
133 H -14.51907 -4.31786 24.23223  C130 1.092
134 H -16.24539 -4.25634 23.88038  C130 1.093
135 H -15.11827 -3.08232 23.23843  C130 1.083
136 H -15.04627 -6.07587 22.46163  C131 1.096
137 H -14.12712 -4.75782 21.71665  C131 1.094
138 H -15.76313 -4.97637 20.45203  O132 0.954
139 C -15.78766 1.49552 21.23598  C140 1.518, H142 1.112, H143 1.090, H144 1.102
140 C -15.46302 1.66091 22.70941  C139 1.518, O141 1.435, H145 1.101, H146 1.078
141 O -15.05739 0.37632 23.20441  C140 1.435, H147 0.972
142 H -14.82779 1.26647 20.72274  C139 1.112
143 H -16.24297 2.38837 20.80762  C139 1.090
144 H -16.55230 0.71652 21.08263  C139 1.102
145 H -16.33237 1.98352 23.30243  C140 1.101
146 H -14.70590 2.41167 22.86820  C140 1.078
147 H -14.92123 0.35536 24.16650  O141 0.972
148 C -15.78850 5.16056 21.75791  C149 1.543, H151 1.102, H152 1.080, H153 1.092
149 C -17.23912 4.66853 21.57022  C148 1.543, O150 1.408, H154 1.072, H155 1.092
150 O -18.14150 5.60240 22.11353  C149 1.408, H156 0.979
151 H -15.56674 5.03003 22.82908  C148 1.102
152 H -15.66497 6.20137 21.49742  C148 1.080
153 H -15.13671 4.52548 21.15439  C148 1.092
154 H -17.35500 3.68008 21.96846  C149 1.072
155 H -17.45558 4.58455 20.50309  C149 1.092
156 H -18.95508 5.35732 21.62745  O150 0.979
157 C -19.43988 -1.02066 21.96733  C158 1.532, H160 1.074, H161 1.084, H162 1.096
158 C -18.84916 -2.41543 22.19955  C157 1.532, O159 1.418, H163 1.096, H164 1.086
159 O -18.30716 -2.94135 20.99887  C158 1.418, H165 0.974
160 H -18.72325 -0.35676 21.52025  C157 1.074
161 H -19.77464 -0.61810 22.91622  C157 1.084
162 H -20.25117 -1.04600 21.23026  C157 1.096
163 H -19.67414 -3.04009 22.56175  C158 1.096
164 H -18.09785 -2.39695 22.98346  C158 1.086
165 H -17.56748 -3.55613 21.15526  O159 0.974
166 C -12.47885 4.84771 23.42338  C167 1.533, H169 1.104, H170 1.100, H171 1.102
167 C -11.51436 5.76150 22.65878  C166 1.533, O168 1.389, H172 1.077, H173 1.108
168 O -10.17947 5.43378 22.85828  C167 1.389, H174 0.956
169 H -13.54240 5.11760 23.30541  C166 1.104
170 H -12.24016 4.75234 24.49283  C166 1.100
171 H -12.45088 3.82939 23.00315  C166 1.102
172 H -11.65184 6.78844 22.95438  C167 1.077
173 H -11.82667 5.70503 21.59733  C167 1.108
174 H -10.09767 4.48226 22.82401  O168 0.956

As for the spin multiplicity: 1. The HOMO energy is -8.74 eV.

---

Arrangement ii

14 unconnected molecules or ions with the total composition C40H114N6O14, computed with the ωB97M-V functional and the def2-TZVPD basis.

Each atom is followed by the atoms it is bonded to, with distances in Å.
Cartesian coordinates (Å):
1 C -1.52689 -1.52186 -3.65701  C2 1.521, H4 1.090, H5 1.090, H6 1.090
2 C -1.34304 -0.05335 -4.00707  C1 1.521, O3 1.395, H7 1.090, H8 1.090
3 O -1.81933 0.28695 -5.27330  C2 1.395, H9 0.960
4 H -2.53593 -1.93263 -3.69169  C1 1.090
5 H -1.11494 -1.74000 -2.67171  C1 1.090
6 H -1.09938 -2.15333 -4.43585  C1 1.090
7 H -0.31967 0.28227 -3.83923  C2 1.090
8 H -1.88387 0.65272 -3.37695  C2 1.090
9 H -1.30490 1.03408 -5.58755  O3 0.960
10 C -4.50795 0.40910 3.44967  C11 1.451, H13 1.090, H14 1.090, H15 1.090
11 C -5.66417 -0.07323 2.71714  C10 1.451, O12 1.408, H16 1.090, H17 1.090
12 O -6.02774 0.89183 1.75923  C11 1.408, H18 0.960
13 H -3.98206 -0.26971 4.12106  C10 1.090
14 H -4.78309 1.25595 4.07834  C10 1.090
15 H -3.77380 0.88539 2.79985  C10 1.090
16 H -6.53092 -0.36354 3.31092  C11 1.090
17 H -5.35532 -0.97503 2.18849  C11 1.090
18 H -6.98277 0.97858 1.71457  O12 0.960
19 C 2.10115 -5.34060 -3.88975  C20 1.571, H22 1.090, H23 1.090, H24 1.090
20 C 1.96361 -4.23470 -4.99691  C19 1.571, O21 1.369, H25 1.090, H26 1.090
21 O 2.65179 -3.19038 -4.43906  C20 1.369, H27 0.960
22 H 1.63145 -6.26550 -4.22447  C19 1.090
23 H 1.64670 -5.00951 -2.95596  C19 1.090
24 H 3.09260 -5.63203 -3.54306  C19 1.090
25 H 0.89531 -4.08521 -5.15336  C20 1.090
26 H 2.42704 -4.47069 -5.95484  C20 1.090
27 H 2.61564 -3.34353 -3.49204  O21 0.960
28 C 1.27859 2.73966 -3.60195  C29 1.594, H31 1.090, H32 1.090, H33 1.090
29 C 0.10838 3.44651 -2.78260  C28 1.594, O30 1.481, H34 1.090, H35 1.090
30 O 0.15592 4.91600 -2.95821  C29 1.481, H36 0.960
31 H 2.17953 3.00723 -3.04985  C28 1.090
32 H 1.31932 3.14006 -4.61493  C28 1.090
33 H 1.19247 1.66160 -3.73785  C28 1.090
34 H 0.33146 3.26159 -1.73183  C29 1.090
35 H -0.90032 3.13298 -3.05158  C29 1.090
36 H 0.36656 5.40103 -2.15697  O30 0.960
37 C 2.54806 4.03013 2.12855  C38 1.510, H40 1.090, H41 1.090, H42 1.090
38 C 1.49446 3.85034 3.19493  C37 1.510, O39 1.364, H43 1.090, H44 1.090
39 O 1.16705 2.52716 3.24467  C38 1.364, H45 0.960
40 H 2.25052 3.89639 1.08851  C37 1.090
41 H 3.52564 3.63509 2.40492  C37 1.090
42 H 2.78831 5.09154 2.18999  C37 1.090
43 H 0.70107 4.59551 3.13691  C38 1.090
44 H 1.94049 4.06432 4.16620  C38 1.090
45 H 0.61328 2.41221 4.02039  O39 0.960
46 C -2.36599 2.91693 4.71752  C47 1.511, H49 1.090, H50 1.090, H51 1.090
47 C -1.79458 2.43367 6.03006  C46 1.511, O48 1.393, H52 1.090, H53 1.090
48 O -0.43697 2.31249 5.74191  C47 1.393, H54 0.960
49 H -2.16031 3.94415 4.41649  C46 1.090
50 H -3.44300 2.97238 4.87583  C46 1.090
51 H -2.06464 2.28622 3.88117  C46 1.090
52 H -2.08689 1.40521 6.24205  C47 1.090
53 H -1.97177 3.11354 6.86342  C47 1.090
54 H 0.00761 1.96631 6.51915  O48 0.960
55 C 0.86833 -5.35832 -0.05880  C56 1.620, H58 1.090, H59 1.090, H60 1.090
56 C 1.17306 -3.76782 -0.08613  C55 1.620, O57 1.456, H61 1.090, H62 1.090
57 O 0.63336 -3.22388 -1.32471  C56 1.456, H63 0.960
58 H 1.42143 -5.96551 -0.77538  C55 1.090
59 H -0.18959 -5.54428 -0.24408  C55 1.090
60 H 1.03149 -5.78661 0.93016  C55 1.090
61 H 2.25390 -3.63069 -0.05317  C56 1.090
62 H 0.63293 -3.16580 0.64459  C56 1.090
63 H 0.71453 -2.26750 -1.34329  O57 0.960
64 C 4.67157 -3.45721 -1.51698  C65 1.501, H67 1.090, H68 1.090, H69 1.090
65 C 5.81366 -3.46282 -2.49063  C64 1.501, O66 1.428, H70 1.090, H71 1.090
66 O 7.06834 -3.55293 -1.81371  C65 1.428, H72 0.960
67 H 4.85645 -2.66553 -0.79093  C64 1.090
68 H 4.47525 -4.45389 -1.12178  C64 1.090
69 H 3.77776 -3.07827 -2.01258  C64 1.090
70 H 5.89458 -2.49351 -2.98253  C65 1.090
71 H 5.58424 -4.24434 -3.21500  C65 1.090
72 H 7.30574 -4.48226 -1.85354  O66 0.960
73 C -4.22420 4.45225 -0.16185  C74 1.585, H79 1.090, H80 1.090, H81 1.090
74 C -2.83994 3.82217 0.28334  C73 1.585, C75 1.576, N78 1.454, H82 1.090
75 C -2.03082 4.46370 1.47384  C74 1.576, O76 1.506, H83 1.090, H84 1.090
76 O -2.28464 5.94654 1.40662  C75 1.506, C77 1.409
77 C -2.04473 6.50331 2.67801  O76 1.409, H85 1.090, H86 1.090, H87 1.090
78 N -3.14622 2.41472 0.48416  C74 1.454, H88 1.010, H89 1.010
79 H -5.02013 4.45076 0.58286  C73 1.090
80 H -4.66337 3.85238 -0.95897  C73 1.090
81 H -4.01244 5.45351 -0.53697  C73 1.090
82 H -2.09009 3.69979 -0.49823  C74 1.090
83 H -0.99917 4.11357 1.50850  C75 1.090
84 H -2.60817 4.10209 2.32473  C75 1.090
85 H -2.66335 6.09711 3.47827  C77 1.090
86 H -2.12421 7.58938 2.63067  C77 1.090
87 H -1.03709 6.28848 3.03384  C77 1.090
88 H -3.68822 2.25780 1.32185  N78 1.010
89 H -2.27742 1.96730 0.73929  N78 1.010
90 C 3.37082 -2.22014 2.74555  C91 1.548, H96 1.090, H97 1.090, H98 1.090
91 C 4.08547 -0.85529 2.89664  C90 1.548, C92 1.550, N95 1.479, H99 1.090
92 C 5.18337 -0.74458 1.80848  C91 1.550, O93 1.517, H100 1.090, H101 1.090
93 O 6.22770 -1.83347 1.96486  C92 1.517, C94 1.414
94 C 7.52740 -1.41546 1.59662  O93 1.414, H102 1.090, H103 1.090, H104 1.090
95 N 3.02692 0.16499 2.73508  C91 1.479, H105 1.010, H106 1.010
96 H 2.53630 -2.30107 2.04905  C90 1.090
97 H 3.08305 -2.59345 3.72837  C90 1.090
98 H 3.99922 -3.04716 2.41500  C90 1.090
99 H 4.51978 -0.79623 3.89463  C91 1.090
100 H 5.66253 0.23351 1.76567  C92 1.090
101 H 4.65208 -0.82526 0.86015  C92 1.090
102 H 7.83103 -0.47519 2.05684  C94 1.090
103 H 7.61157 -1.30409 0.51559  C94 1.090
104 H 8.21549 -2.22297 1.84674  C94 1.090
105 H 2.27813 0.10185 3.40993  N95 1.010
106 H 2.53047 0.07118 1.86053  N95 1.010
107 C 7.23121 1.72833 -1.72167  C108 1.525, H113 1.090, H114 1.090, H115 1.090
108 C 5.82724 1.59430 -1.14122  C107 1.525, C109 1.490, N112 1.444, H116 1.090
109 C 4.76761 2.53299 -1.60628  C108 1.490, O110 1.419, H117 1.090, H118 1.090
110 O 5.07884 3.86225 -1.21771  C109 1.419, C111 1.381
111 C 4.06953 4.76524 -1.48770  O110 1.381, H119 1.090, H120 1.090, H121 1.090
112 N 5.47498 0.22285 -1.42201  C108 1.444, H122 1.010, H123 1.010
113 H 7.28559 1.72269 -2.81030  C107 1.090
114 H 7.97525 0.99527 -1.41002  C107 1.090
115 H 7.81068 2.64525 -1.61402  C107 1.090
116 H 5.84684 1.69899 -0.05643  C108 1.090
117 H 3.75771 2.33944 -1.24472  C109 1.090
118 H 4.70614 2.29863 -2.66901  C109 1.090
119 H 3.95772 4.99670 -2.54696  C111 1.090
120 H 4.14035 5.69664 -0.92595  C111 1.090
121 H 3.09757 4.44759 -1.11023  C111 1.090
122 H 5.42422 0.31744 -2.42628  N112 1.010
123 H 6.33756 -0.29017 -1.30854  N112 1.010
124 C -1.54674 -0.80446 0.27942  C125 1.622, H130 1.090, H131 1.090, H132 1.090
125 C -0.37161 0.16307 0.83944  C124 1.622, C126 1.552, N129 1.422, H133 1.090
126 C 0.33647 0.68378 -0.43918  C125 1.552, O127 1.407, H134 1.090, H135 1.090
127 O 0.86193 -0.44469 -1.09402  C126 1.407, C128 1.449
128 C 2.21968 -0.28862 -1.57516  O127 1.449, H136 1.090, H137 1.090, H138 1.090
129 N -0.85133 1.30356 1.54077  C125 1.422, H139 1.010, H140 1.010
130 H -1.25523 -1.58136 -0.42738  C124 1.090
131 H -2.42349 -0.22109 -0.00183  C124 1.090
132 H -1.82180 -1.43438 1.12539  C124 1.090
133 H 0.32399 -0.34836 1.50476  C125 1.090
134 H 1.15526 1.28715 -0.04723  C126 1.090
135 H -0.31649 1.28845 -1.06857  C126 1.090
136 H 2.24653 -0.88430 -2.48760  C128 1.090
137 H 3.03422 -0.64559 -0.94492  C128 1.090
138 H 2.41080 0.71366 -1.95859  C128 1.090
139 H -0.09624 1.80830 1.98257  N129 1.010
140 H -1.37215 0.99186 2.34805  N129 1.010
141 C -6.50552 1.63783 -3.05377  C142 1.504, H147 1.090, H148 1.090, H149 1.090
142 C -5.14817 0.99778 -2.96044  C141 1.504, C143 1.543, N146 1.469, H150 1.090
143 C -5.10268 -0.19213 -1.97967  C142 1.543, O144 1.483, H151 1.090, H152 1.090
144 O -6.21218 -1.13963 -2.24613  C143 1.483, C145 1.375
145 C -6.37813 -2.17917 -1.36175  O144 1.375, H153 1.090, H154 1.090, H155 1.090
146 N -4.77467 0.57370 -4.31688  C142 1.469, H156 1.010, H157 1.010
147 H -6.61770 2.20392 -3.97847  C141 1.090
148 H -6.79714 2.36077 -2.29192  C141 1.090
149 H -7.25293 0.87566 -3.27413  C141 1.090
150 H -4.45633 1.78089 -2.65029  C142 1.090
151 H -5.38515 0.25451 -1.02634  C143 1.090
152 H -4.13356 -0.69039 -2.00500  C143 1.090
153 H -6.53104 -1.86451 -0.32942  C145 1.090
154 H -5.42865 -2.71271 -1.31788  C145 1.090
155 H -7.19223 -2.78823 -1.75468  C145 1.090
156 H -5.14174 -0.35228 -4.48398  N146 1.010
157 H -3.80419 0.29426 -4.33022  N146 1.010
158 C -3.58695 -3.29513 3.68436  C159 1.516, H164 1.090, H165 1.090, H166 1.090
159 C -2.67603 -4.15260 2.82809  C158 1.516, C160 1.547, N163 1.431, H167 1.090
160 C -3.18669 -4.30289 1.37539  C159 1.547, O161 1.409, H168 1.090, H169 1.090
161 O -4.18037 -5.29783 1.28251  C160 1.409, C162 1.424
162 C -4.68514 -5.46272 -0.03888  O161 1.424, H170 1.090, H171 1.090, H172 1.090
163 N -1.33080 -3.66515 2.86645  C159 1.431, H173 1.010, H174 1.010
164 H -4.31588 -3.92309 4.19661  C158 1.090
165 H -4.13010 -2.54964 3.10353  C158 1.090
166 H -3.27331 -2.76273 4.58229  C158 1.090
167 H -2.65730 -5.17547 3.20422  C159 1.090
168 H -2.30011 -4.67274 0.86033  C160 1.090
169 H -3.64150 -3.39399 0.98149  C160 1.090
170 H -3.98524 -5.12364 -0.80259  C162 1.090
171 H -5.64422 -4.95851 -0.15733  C162 1.090
172 H -4.83676 -6.54139 -0.07876  C162 1.090
173 H -0.72093 -4.46941 2.82978  N163 1.010
174 H -1.09739 -3.46790 3.82911  N163 1.010

As for the spin multiplicity: 1. The HOMO energy is -8.44 eV.

---

Energy comparison, zero being the most stable, in eV: arrangement i 0.000; arrangement ii 4.642.